[1]
Molecular formula: C46H67Br2N6O9P2SSiSr
Method: DFT, the ωB97M-V functional and the def2-TZVPD basis

```
135
Properties=species:S:1:pos:R:3:forces:R:3
Sr 0.6353 0.1387 -0.3479 0.2 0.7 0.4
Br 1.1694 -1.6543 -5.4926 0.0 0.0 0.0
Br 4.6597 2.6621 -6.3075 0.0 0.0 0.0
S 0.0016 3.0045 0.4459 0.1 -0.3 0.0
P -2.1055 -0.8525 -2.2875 0.2 0.3 0.2
P 2.6198 -0.3088 2.3485 -0.1 0.3 -0.1
Si -0.6792 4.7662 1.2080 -0.1 0.3 0.0
O -2.2917 4.6930 1.5632 -0.1 0.1 0.2
O -2.0448 -0.0208 2.0894 0.0 0.0 0.2
O -1.4861 -3.5543 0.8031 0.0 0.0 -0.1
O 4.1141 -6.7008 0.5685 -0.1 0.1 -0.1
O 0.0189 5.2632 2.6300 0.1 0.1 0.0
O -0.7587 -1.6036 0.0076 -0.8 -0.5 0.4
O -0.4156 6.0649 0.2006 0.0 0.0 -0.2
O 1.9370 -7.3120 0.6857 0.1 0.1 0.0
O 1.0202 -0.4618 -2.6336 0.1 0.1 -0.3
N -4.1650 -2.5845 -1.5550 0.0 0.1 -0.1
N -4.1331 -1.9539 -3.9055 0.1 0.0 0.0
N -2.4660 -3.5033 -3.0494 0.0 0.0 0.0
N -1.9949 -0.7925 4.2150 0.0 0.1 0.0
N 2.4160 1.6314 -1.5929 0.2 0.2 -0.6
N 1.6989 -2.4083 -0.2901 -0.1 -0.2 0.0
C 2.8819 -6.5178 0.5108 0.0 -0.3 0.2
C -3.0200 5.3943 3.7616 -0.1 0.0 0.0
C 4.0261 -1.4614 2.1425 0.1 -0.1 0.0
C 1.2957 5.8588 2.8807 -0.2 -0.1 -0.1
C 3.8077 3.5560 -1.9064 0.0 -0.1 0.0
C 3.5529 1.6839 -5.1157 -0.1 0.0 0.1
C 3.5183 1.2903 2.3662 0.1 0.0 0.0
C -0.7271 7.6927 -1.4726 0.0 0.1 0.0
C -1.7705 5.4429 -1.7399 0.0 0.0 0.0
C 2.3151 0.4723 5.0678 0.0 0.0 0.0
C -1.8230 0.1815 3.2789 -0.1 0.0 -0.2
C 1.6207 5.5275 4.3323 0.0 0.0 0.0
C -2.8615 7.0539 1.8934 0.0 0.0 0.0
C 2.3735 5.2854 1.9650 0.1 0.0 0.0
C 1.9055 -1.0913 6.8517 0.0 0.0 0.0
C -1.3493 1.5306 3.7635 0.0 0.0 0.1
C 1.8234 0.1617 -3.4003 0.0 0.0 0.1
C -1.7825 -0.5561 5.6273 -0.1 0.0 0.1
C -2.2974 -2.1486 3.8023 0.0 -0.1 0.1
C 1.8382 -2.1217 5.9208 0.0 0.0 0.0
C -4.5647 5.2324 1.8060 -0.1 0.0 0.0
C 4.0187 3.2336 -3.2138 0.0 0.0 0.0
C 2.4563 -5.0678 0.1996 -0.1 0.0 0.0
C 2.0092 -1.8538 4.5725 0.0 0.0 0.0
C 2.9064 -2.8617 -0.6159 0.1 0.1 0.1
C 2.1272 0.2067 6.4199 0.0 0.0 0.0
C 2.9031 0.5800 -5.5773 0.0 -0.1 0.0
C -0.5925 -2.7978 0.3991 0.4 -0.2 0.0
C 3.3281 -4.1628 -0.3845 0.0 0.0 0.0
C 2.5773 1.3193 -2.9132 0.0 -0.1 0.1
C -3.1571 5.6020 2.2573 0.1 -0.1 -0.2
C -1.4232 -2.4961 -2.7862 0.0 -0.1 -0.1
C 2.2783 -0.5550 4.1300 0.0 -0.2 0.0
C -3.3790 -1.3978 -1.0628 -0.2 -0.2 -0.1
C -3.2949 -0.7446 -3.7101 -0.2 -0.1 -0.1
C -3.3055 -3.1350 -4.1742 0.0 0.0 0.0
C 1.1858 7.3683 2.6964 0.0 0.1 0.1
C 0.7275 5.7019 -1.8911 0.0 0.0 -0.1
C 2.9948 2.7142 -1.1308 0.1 0.0 0.3
C 3.4012 2.0889 -3.7639 0.1 0.1 -0.1
C -0.5505 6.2003 -1.2233 0.0 0.0 0.2
C 0.8347 -3.3020 0.2263 -0.1 0.0 0.1
C 2.0644 -0.1630 -4.7350 0.1 0.1 -0.2
C 1.1680 -4.6186 0.4837 0.0 0.0 0.0
C -4.9752 -2.2197 -2.7915 0.0 -0.1 0.2
C -3.2459 -3.7772 -1.8947 0.0 0.0 0.0
H 3.5765 -2.1373 -1.0719 0.0 0.0 0.0
H 2.4391 4.2044 2.0955 0.0 0.1 0.0
H 0.6799 5.8362 -2.9761 0.0 0.0 0.0
H 0.4347 -5.3035 0.8851 0.0 0.0 0.0
H -4.6677 5.3991 0.7322 0.0 0.0 0.0
H 2.8237 2.1188 2.5149 0.0 -0.1 0.0
H -2.1252 0.4361 5.9158 0.0 0.0 0.0
H -2.9438 7.2002 0.8157 0.0 0.0 0.0
H 4.2425 4.4385 -1.4571 0.0 0.0 0.0
H -2.7315 -0.5752 -4.6296 0.0 0.0 0.0
H -2.8920 -1.6765 -0.1320 0.1 0.0 0.1
H 4.3314 -4.4868 -0.6279 0.0 0.0 0.0
H 4.6428 3.8508 -3.8459 0.0 0.0 0.0
H -2.6298 -3.9399 -1.0083 0.0 0.0 0.0
H 0.8892 7.6070 1.6760 0.0 0.0 0.0
H -2.1214 2.0252 4.3560 -0.1 0.0 0.0
H 1.5841 6.2674 -1.5153 0.0 0.0 0.0
H -3.3421 -2.4068 4.0093 0.0 0.0 0.0
H -4.7461 4.1755 2.0072 0.0 0.0 0.0
H 1.6536 -3.1385 6.2441 0.0 0.0 0.0
H 2.1466 5.4831 0.9161 0.0 0.0 0.0
H -3.9235 -4.6164 -2.0680 0.0 0.0 0.0
H 0.4324 7.7716 3.3773 0.0 0.0 0.0
H -2.1134 -2.2670 2.7392 0.0 0.0 0.0
H -3.9539 0.1166 -3.5743 0.0 0.0 0.0
H -3.9698 -3.9706 -4.4107 0.0 0.0 0.0
H 1.7727 -1.2981 7.9062 0.0 0.0 0.0
H -3.5732 7.7165 2.3930 0.0 0.0 0.0
H 3.3432 5.7329 2.2016 0.0 0.0 0.0
H 4.7524 -1.3349 2.9473 0.0 0.0 0.0
H -2.6733 5.7874 -1.2309 0.0 0.0 0.0
H 4.5093 -1.2663 1.1843 0.0 0.0 0.0
H 2.1417 7.8510 2.9166 0.0 0.0 0.0
H -1.8534 7.3371 2.1933 0.0 0.0 0.0
H -0.8410 -2.3262 -3.6927 0.0 0.0 0.0
H 2.5735 5.9678 4.6359 0.0 0.0 0.0
H -4.7950 -2.8876 -0.8140 0.0 0.0 0.0
H -5.3188 5.8271 2.3275 0.0 0.0 0.0
H 1.9523 -2.6698 3.8597 0.0 0.0 0.0
H -1.9903 5.5522 4.0746 0.1 0.0 0.0
H -5.6188 -3.0780 -2.9945 0.0 0.0 -0.1
H 0.8359 5.9113 4.9869 0.0 0.0 0.0
H 3.9827 1.4253 1.3870 0.0 0.0 0.0
H -3.6680 6.0912 4.3023 0.0 0.0 0.0
H -0.8241 7.9022 -2.5405 0.0 0.0 0.0
H 0.8769 4.6456 -1.6707 0.0 0.0 0.0
H -0.7339 -0.6615 5.9130 0.1 0.0 0.0
H -0.7281 -2.8769 -2.0484 0.0 0.0 0.1
H -0.4658 1.4416 4.4006 0.0 0.0 -0.1
H -1.6603 -2.8462 4.3515 0.0 0.0 0.0
H -1.8898 5.6127 -2.8133 0.0 0.0 0.0
H -2.6720 -2.9303 -5.0360 0.0 0.0 0.0
H 3.6797 -2.4943 2.1170 0.0 0.0 0.0
H -4.0916 -0.5895 -0.8827 0.0 0.0 0.0
H 1.6761 4.4447 4.4611 0.0 0.0 0.0
H 0.1343 8.2425 -1.0880 0.0 0.0 0.0
H -1.6207 8.0573 -0.9632 0.0 0.0 0.0
H 2.1653 1.0203 7.1338 0.0 0.0 0.0
H -1.6624 4.3720 -1.5659 0.0 0.0 0.0
H -1.1258 2.1344 2.8900 0.1 0.1 0.0
H 2.5075 1.4905 4.7535 0.0 0.0 0.0
H 3.0219 0.2700 -6.6064 0.0 0.0 0.0
H -3.3156 4.3790 4.0273 0.0 -0.1 0.0
H 2.7950 2.9636 -0.0938 0.0 0.0 0.0
H 4.3013 1.3203 3.1276 0.0 0.0 0.0
H -5.5768 -1.3518 -2.5215 0.0 0.0 -0.1
H -2.3650 -1.2826 6.1956 0.0 0.0 0.0
```
Forces are in eV/Å.

Output
Highest occupied orbital energy (eV): -5.22
HOMO-LUMO gap (eV): 6.532
ΔE to the lowest compared entry with this formula, charge and spin (kcal/mol): 27.2
Spin multiplicity: 1
Total charge: -1

***

[2]
Molecular formula: C5H17NO2
Method: DFT, the ωB97M-V functional and the def2-TZVPD basis

```
25
Properties=species:S:1:pos:R:3:forces:R:3
O -2.7571 -1.8956 0.6695 -2.6 -1.2 1.1
O -2.1819 0.6455 0.7500 -2.2 0.5 1.3
N 0.6201 0.2558 -0.1973 0.9 -1.5 -0.2
C 1.2600 -0.7475 0.7400 1.9 2.8 -0.4
C 1.2129 -0.2828 2.2115 -1.7 1.4 -0.7
C 1.0143 1.6618 -0.0659 -4.8 -0.7 1.3
C 0.7411 -0.2949 -1.6061 -1.1 4.7 1.6
C -0.5906 -0.0427 -2.1962 -2.1 -2.7 0.8
H -2.7192 -0.9584 0.7318 -0.3 1.7 0.3
H 0.9871 -1.2622 -1.5071 0.6 -3.6 0.0
H 0.4777 2.0436 0.8861 1.1 -0.2 -1.5
H -1.2958 0.4675 0.5399 2.7 -0.3 -0.9
H -1.0403 0.9018 -2.0936 0.5 1.9 -0.4
H 1.5640 -1.0148 2.8994 -0.1 -0.8 0.5
H 1.9932 1.8634 -0.0596 4.1 0.5 0.5
H -1.4121 -0.5754 -1.5986 1.2 -0.2 -0.9
H 0.8121 -1.6880 0.6332 -1.3 -1.2 -0.1
H 0.1535 0.0928 2.4527 1.2 -1.1 -0.2
H 1.4848 0.1723 -2.2557 0.5 0.3 0.4
H -0.5681 -0.4169 -3.1915 -0.6 0.0 -1.1
H 0.6384 2.2158 -0.9283 -0.4 -0.1 0.1
H 1.7744 0.6153 2.4515 0.5 0.1 -0.5
H 2.2966 -0.9462 0.3220 -0.5 0.4 1.0
H -1.9515 -2.0835 0.2899 2.8 -1.1 -1.4
H -2.5136 1.2733 0.1222 -0.1 0.5 -0.5
```
Forces are in eV/Å.

Output
Highest occupied orbital energy (eV): -9.06
HOMO-LUMO gap (eV): 9.799
ΔE to the lowest compared entry with this formula, charge and spin (kcal/mol): 45.6
Spin multiplicity: 1